[1]
C20H30O4 | wB97M-V/def2-TZVPD

Summary:
- 2S+1: 1
- Frontier orbital gap: 8.59 eV
- Total charge: 0

Geometry as XYZ:
```
54
C20H30O4 | the OMol25 dataset | wB97M-V/def2-TZVPD
C -1.649 0.803 3.340
C -0.503 0.607 3.643
C 0.829 0.042 3.816
C 1.229 -0.893 2.679
C 0.243 -2.040 2.452
C 0.332 -2.719 1.102
C -0.664 -3.510 0.705
C -1.878 -3.828 1.510
C -0.629 -4.173 -0.638
O -1.470 -4.995 -0.940
C 0.410 -3.799 -1.622
C 1.393 -3.019 -1.225
C 2.494 -2.591 -2.170
O 2.077 -2.539 -3.512
C 1.229 -1.412 -3.722
C 1.041 -1.237 -5.241
C -0.338 -1.711 -5.703
C 1.491 -2.556 0.194
O 2.556 -2.087 0.546
H -2.649 0.865 3.020
H 0.965 -0.389 4.803
H 1.523 0.885 3.787
H 2.199 -1.329 2.894
H 1.333 -0.311 1.767
H 0.323 -2.805 3.224
H -0.760 -1.627 2.538
H -2.704 -4.086 0.858
H -1.666 -4.729 2.089
H -2.176 -3.040 2.189
H 0.368 -4.137 -2.646
H 3.298 -3.319 -2.067
H 2.915 -1.644 -1.831
H 0.240 -1.585 -3.295
H 1.658 -0.508 -3.288
H 1.095 -0.166 -5.427
H 1.829 -1.748 -5.782
H -0.522 -1.322 -6.705
H -1.128 -1.305 -5.077
H -0.404 -2.792 -5.778
C -1.934 6.594 0.770
C -2.069 5.481 1.796
O -1.765 4.196 1.291
C -0.452 4.007 0.791
C 0.615 4.237 1.838
H -2.575 6.397 -0.092
H -2.222 7.550 1.209
H -0.911 6.691 0.404
H -3.105 5.430 2.133
H -1.464 5.697 2.683
H -0.301 4.632 -0.098
H -0.400 2.970 0.455
H 0.619 5.259 2.220
H 1.606 4.035 1.429
H 0.430 3.571 2.683
```



[2]
C4H7NO2 | wB97M-V/def2-TZVPD

Summary:
- 2S+1: 1
- Frontier orbital gap: 10.45 eV
- Total charge: 0

Geometry as XYZ:
```
14
C4H7NO2 | the OMol25 dataset | wB97M-V/def2-TZVPD
C -1.298 0.738 0.752
C -0.282 -0.241 0.195
C 0.421 -1.030 1.175
O -0.747 -1.553 0.321
C 0.827 0.161 -0.773
O 1.927 0.272 -0.249
N 0.682 0.378 -2.095
H -1.806 0.241 1.593
H -0.792 1.628 1.129
H -2.069 1.012 0.024
H 1.293 -1.620 0.942
H 0.456 -0.595 2.184
H 1.557 0.407 -2.602
H -0.169 0.202 -2.594
```



[3]
C3H5FO2 | wB97M-V/def2-TZVPD

Summary:
- 2S+1: 1
- Frontier orbital gap: 8.82 eV
- Total charge: 0

Geometry as XYZ:
```
11
C3H5FO2 | the OMol25 dataset | wB97M-V/def2-TZVPD
C 0.513 -1.292 -1.038
C -0.376 -0.290 -0.980
C -0.423 0.937 1.048
O 0.336 0.246 1.925
O -1.706 0.845 1.384
F -1.088 0.241 -1.979
H 0.799 -1.816 -2.023
H 1.220 -1.558 -0.213
H 0.072 1.888 0.749
H -0.365 -0.363 2.065
H -2.050 1.743 1.157
```



[4]
C32H37ClFN5O6S2Sb2Ti | wB97M-V/def2-TZVPD

Summary:
- <S²>: 2.01
- 2S+1: 3
- Frontier orbital gap (spin up / spin down): 7.29 / 7.03 eV
- Total charge: 0

Geometry as XYZ:
```
87
C32H37ClFN5O6S2Sb2Ti | the OMol25 dataset | wB97M-V/def2-TZVPD
Ti 0.254 1.258 1.139
S 0.947 4.792 2.481
C -0.167 4.468 1.189
N -0.523 3.336 0.621
C -1.553 3.588 -0.320
C -2.275 2.641 -1.052
C -3.257 3.064 -1.926
C -3.554 4.419 -2.092
C -2.883 5.366 -1.347
C -1.899 4.932 -0.466
S -0.943 5.896 0.600
H -2.110 1.587 -0.890
H -3.813 2.320 -2.482
H -4.324 4.724 -2.787
H -3.117 6.419 -1.437
C 3.143 -3.850 0.665
Sb 1.716 -2.876 -0.609
C 1.230 -4.665 -1.718
C 3.263 -2.197 -1.995
C 2.753 -1.893 -3.364
C 2.683 -2.922 -4.312
C 2.220 -2.713 -5.597
C 1.822 -1.436 -5.979
C 1.902 -0.408 -5.061
C 2.353 -0.610 -3.752
C 2.419 0.579 -2.843
Sb 0.537 1.311 -2.007
C 0.330 2.989 -3.340
C -0.876 0.024 -2.984
H 3.838 -3.103 1.046
H 3.681 -4.602 0.089
H 2.640 -4.328 1.504
H 2.135 -5.234 -1.933
H 0.732 -4.410 -2.652
H 0.559 -5.280 -1.119
H 3.981 -3.017 -2.009
H 3.724 -1.342 -1.507
H 3.016 -3.911 -4.021
H 2.184 -3.534 -6.301
H 1.466 -1.245 -6.983
H 1.610 0.595 -5.356
H 2.788 1.434 -3.412
H 3.075 0.424 -1.989
H -0.730 3.195 -3.482
H 0.793 2.766 -4.301
H 0.804 3.869 -2.907
H -1.524 0.633 -3.612
H -1.472 -0.496 -2.235
H -0.350 -0.705 -3.600
Cl -4.116 1.822 3.752
C -3.086 0.672 2.922
C -3.016 -0.675 3.570
C -2.088 -1.903 1.516
C -1.439 -0.919 0.896
N -1.568 0.469 0.965
C -2.455 1.106 1.822
H -3.851 -0.745 4.272
H -1.769 -2.912 1.286
H -0.652 -1.217 0.211
H -2.625 2.148 1.573
F -4.349 -3.830 2.283
C -3.616 -3.055 3.072
C -3.237 -1.754 2.483
N -1.766 -0.844 4.343
C -0.901 0.307 4.570
C -0.047 0.633 3.376
O 0.462 -0.249 2.664
O 0.114 1.866 3.008
C -1.614 -1.860 5.253
O -0.734 -1.865 6.094
N -2.532 -2.911 5.274
C -3.352 -3.605 4.371
O -3.822 -4.673 4.724
H -4.125 -1.430 1.928
H -0.232 0.041 5.389
H -1.471 1.192 4.854
H -2.362 -3.493 6.084
N 3.215 2.679 1.210
C 3.441 1.386 1.881
C 2.974 0.191 1.054
O 3.647 -0.805 0.950
O 1.810 0.371 0.454
H 4.083 3.049 0.841
H 1.841 3.796 2.173
H 2.621 2.539 0.396
H 2.891 1.350 2.827
H 4.498 1.271 2.102
```



Look up the total charge of the second one.
0